Entry from OMol25: a structure of composition C14H24BrMoNO4PS4Sb in a non-equilibrium geometry (ωB97M-V with the def2-TZVPD basis set).

Summary:
Total charge   +2
LUMO level   -9.541 eV
HOMO energy   -15.8 eV
ΔE to the lowest compared entry with this formula, charge and spin   13.80 kcal per mole

Each line ends with the Mulliken charge.
Positions of all 51 atoms, in Å:
Mo: 0.353 0.060 -0.559  0.86
C: 5.667 0.812 0.277  -1.57
C: 4.374 0.513 0.969  0.37
C: 4.325 0.112 2.306  -0.39
C: 3.106 -0.129 2.909  -0.67
C: 1.944 -0.026 2.167  0.02
Br: 0.322 -0.260 3.078  -0.01
N: 1.960 0.294 0.847  0.36
C: 3.172 0.598 0.301  -0.76
H: 6.422 1.143 0.987  0.47
H: 5.547 1.569 -0.496  0.39
H: 6.055 -0.095 -0.194  0.30
H: 5.241 0.020 2.877  0.51
H: 3.038 -0.386 3.956  0.45
H: 3.155 0.936 -0.725  0.85
S: -3.492 -0.430 2.325  -0.23
Sb: -3.208 -0.101 0.141  0.97
S: -0.572 -1.754 0.111  -0.25
S: -1.037 1.523 0.267  -0.32
S: -3.720 -0.049 -2.023  -0.23
C: 1.150 4.081 -1.531  -1.43
C: 0.928 3.183 -2.734  1.07
C: 1.795 3.612 -3.906  -1.57
C: -0.541 3.114 -3.133  -1.39
O: 1.438 1.820 -2.288  0.61
P: 1.117 0.491 -3.123  0.05
O: 1.112 0.451 -4.564  -0.69
O: -0.197 0.017 -2.321  -0.18
O: 2.163 -0.412 -2.280  1.00
C: 2.650 -1.761 -2.765  1.03
C: 1.471 -2.617 -3.201  -1.47
C: 3.623 -1.510 -3.905  -1.60
C: 3.354 -2.353 -1.555  -1.25
H: 0.777 5.080 -1.753  0.48
H: 2.211 4.159 -1.294  0.35
H: 0.623 3.713 -0.653  0.22
H: 1.470 4.592 -4.251  0.47
H: 1.700 2.906 -4.730  0.39
H: 2.842 3.681 -3.610  0.35
H: -0.866 4.102 -3.451  0.52
H: -1.175 2.801 -2.301  0.21
H: -0.688 2.432 -3.972  0.42
H: 0.968 -2.183 -4.066  0.41
H: 0.751 -2.746 -2.390  0.22
H: 1.829 -3.604 -3.488  0.52
H: 3.119 -1.059 -4.758  0.39
H: 4.050 -2.461 -4.223  0.46
H: 4.435 -0.857 -3.584  0.34
H: 2.683 -2.376 -0.691  0.21
H: 4.242 -1.772 -1.307  0.21
H: 3.656 -3.375 -1.773  0.53

Entry from OMol25: a structure of composition C14H24BrN3OP2Yb in a non-equilibrium geometry (ωB97M-V with the def2-TZVPD basis set).

Summary:
Total charge   +2
LUMO level (alpha / beta)   -6.474 / -9.397 eV
2S+1   3
HOMO energy (alpha / beta)   -13.8 / -13.8 eV

Each line ends with the Mulliken spin population.
Positions of all 46 atoms, in Å:
Yb: 0.021 -0.171 -0.005  0.99
P: 1.355 -1.273 2.194  0.00
P: 0.746 -1.308 -2.424  0.00
N: -0.450 1.550 1.438  0.00
N: -0.951 1.386 -1.301  0.39
H: -1.892 3.120 1.433  0.00
H: -2.562 2.731 -0.928  0.02
H: -2.518 1.478 1.072  0.00
C: -1.678 2.185 0.909  0.01
H: -0.933 3.438 -0.725  0.03
C: -1.545 2.526 -0.583  -0.05
H: -0.911 1.535 3.452  0.00
H: -1.406 1.734 -3.313  0.01
C: -0.300 1.074 2.658  0.00
C: -0.899 1.088 -2.564  -0.01
C: 0.573 0.069 3.153  0.01
C: -0.243 0.000 -3.214  0.56
H: 0.593 0.065 4.255  0.00
H: -0.390 0.006 -4.309  -0.01
H: 1.969 -1.445 -3.193  0.03
H: 0.180 -2.540 -2.923  0.03
H: 2.746 -1.116 2.515  0.00
H: 1.187 -2.492 2.953  0.00
H: 1.277 2.505 -1.628  0.00
C: 2.158 2.348 -0.990  0.01
C: 3.210 1.652 -1.813  0.00
C: 2.547 3.678 -0.401  0.00
O: 1.851 1.407 0.084  0.00
H: 3.591 2.301 -2.608  0.00
H: 4.047 1.373 -1.162  0.00
H: 2.834 0.726 -2.268  0.00
H: 1.719 4.126 0.157  0.00
H: 3.391 3.552 0.286  0.00
H: 2.845 4.369 -1.195  0.00
H: 1.195 1.823 0.714  0.00
Br: -4.076 -3.226 3.333  0.00
C: -3.577 -2.644 1.599  0.00
C: -4.324 -3.008 0.485  0.00
C: -3.912 -2.546 -0.750  0.01
C: -2.772 -1.747 -0.865  0.00
N: -2.032 -1.422 0.213  0.00
C: -2.438 -1.839 1.435  0.00
H: -5.211 -3.634 0.603  0.00
H: -4.467 -2.804 -1.662  0.00
H: -2.457 -1.388 -1.850  -0.01
H: -1.842 -1.563 2.316  0.00

Entry from OMol25: a cluster of 9 separate species, C14H24Cl22 in total in a non-equilibrium geometry (ωB97M-V with the def2-TZVPD basis set).

Summary:
Structure (SMILES)   ClC(Cl)Cl.ClC(Cl)Cl.ClC(Cl)Cl.ClC(Cl)Cl.ClCCCl.ClCCCl.ClCCCl.ClCCCl.ClCCCl
Total charge   0
LUMO level   0.173 eV
HOMO energy   -10.3 eV

Each line ends with the Mulliken charge.
Positions of all 60 atoms, in Å:
Cl: -3.071 -0.859 2.613  -0.08
C: -2.597 -1.815 4.094  -0.69
C: -1.339 -2.728 3.770  0.38
Cl: -1.917 -4.231 2.925  -0.16
H: -3.427 -2.493 4.291  0.40
H: -2.464 -1.130 4.931  0.33
H: -0.895 -2.936 4.744  0.30
H: -0.537 -2.291 3.174  -0.54
Cl: -2.759 3.538 3.437  -0.15
C: -3.839 4.112 2.232  -0.43
C: -3.352 3.648 0.841  -0.19
Cl: -3.752 1.959 0.625  -0.15
H: -3.756 5.198 2.191  0.27
H: -4.883 3.911 2.473  0.34
H: -2.268 3.642 0.726  0.05
H: -3.765 4.287 0.060  0.29
Cl: 4.124 -2.490 6.264  -0.22
C: 3.106 -2.213 4.773  -0.16
C: 2.461 -0.785 5.011  -0.71
Cl: 1.319 -0.521 3.662  -0.01
H: 2.391 -3.035 4.800  0.26
H: 3.710 -2.095 3.873  0.14
H: 3.235 -0.022 5.100  0.38
H: 1.877 -0.803 5.931  0.33
Cl: 1.350 3.528 -6.661  -0.20
C: 2.861 3.288 -5.681  -0.46
C: 2.986 1.992 -4.850  -0.38
Cl: 2.177 2.032 -3.259  -0.05
H: 2.908 4.162 -5.032  0.27
H: 3.677 3.472 -6.380  0.36
H: 3.988 1.614 -4.644  0.38
H: 2.534 1.184 -5.426  0.10
Cl: 0.377 2.442 0.667  -0.18
C: 0.446 1.009 -0.309  0.09
C: -0.637 0.001 0.256  0.19
Cl: -0.653 -1.437 -0.793  0.18
H: 1.403 0.488 -0.309  0.25
H: 0.235 1.246 -1.352  -0.14
H: -1.605 0.486 0.124  -0.16
H: -0.484 -0.284 1.297  -0.11
C: 2.807 -3.393 0.638  -0.16
Cl: 1.368 -3.415 1.709  0.02
Cl: 4.277 -3.512 1.614  -0.14
Cl: 2.805 -2.070 -0.582  -0.05
H: 2.894 -4.385 0.194  0.33
C: -2.371 -4.199 -1.838  0.93
Cl: -2.840 -4.591 -3.514  -0.13
Cl: -2.107 -5.687 -0.876  -0.15
Cl: -3.428 -3.039 -1.069  -0.10
H: -1.379 -3.748 -1.809  -0.59
C: 1.020 -1.715 -3.831  0.62
Cl: -0.571 -0.974 -4.169  -0.08
Cl: 2.128 -1.454 -5.257  -0.17
Cl: 0.906 -3.470 -3.399  -0.12
H: 1.321 -1.170 -2.936  -0.30
C: -1.186 4.280 -3.190  0.00
Cl: -2.275 5.635 -2.910  -0.13
Cl: -1.867 2.780 -2.525  -0.03
Cl: 0.258 4.781 -2.191  -0.13
H: -0.922 4.279 -4.248  0.28

Entry from OMol25: a structure of composition C14H24N3O3S2Y in a non-equilibrium geometry (ωB97M-V with the def2-TZVPD basis set).

Summary:
Total charge   +2
LUMO level   -5.744 eV
HOMO energy   -14.5 eV
ΔE to the lowest compared entry with this formula, charge and spin   20.75 kcal per mole

Each line ends with the Mulliken charge.
Positions of all 47 atoms, in Å:
Y: 0.226 0.115 0.838  1.27
C: -3.100 -2.085 -1.862  -0.68
O: -2.522 -1.000 -1.078  -0.41
C: -1.436 -1.205 -0.363  0.62
O: -0.839 -2.301 -0.308  -0.84
H: -3.334 -1.665 -2.833  0.28
H: -4.012 -2.406 -1.367  0.28
H: -2.401 -2.909 -1.948  0.30
N: -0.515 2.345 1.552  -0.81
H: -1.380 2.327 2.091  0.30
H: -0.726 2.936 0.747  0.33
H: 0.138 2.890 2.113  0.32
C: 4.705 -0.148 -1.980  -0.91
N: 3.700 -1.171 -1.727  -0.02
C: 4.008 -2.594 -1.936  -0.58
C: 2.657 -3.286 -1.678  -0.59
N: 1.773 -2.149 -1.384  0.24
C: 2.420 -0.991 -1.448  0.69
S: 1.711 0.588 -1.285  -0.50
H: 5.649 -0.470 -1.545  0.33
H: 4.406 0.789 -1.522  0.30
H: 4.839 0.000 -3.051  0.34
H: 4.786 -2.910 -1.243  0.35
H: 4.370 -2.747 -2.952  0.35
H: 2.694 -3.975 -0.837  0.30
H: 2.297 -3.828 -2.550  0.33
H: 0.773 -2.260 -1.224  0.02
C: -4.766 -1.675 3.707  -1.52
C: -3.315 -1.926 3.405  0.59
C: -2.892 -3.134 2.856  -0.67
C: -1.549 -3.374 2.597  -0.63
C: -0.618 -2.403 2.917  0.87
C: -1.007 -1.181 3.471  -0.68
C: -2.355 -0.953 3.703  -0.94
S: 1.081 -2.669 2.485  0.52
C: 1.871 -2.715 4.082  -1.07
O: 1.506 -1.280 1.942  -0.52
H: -5.417 -2.344 3.147  0.40
H: -5.048 -0.646 3.485  0.39
H: -4.954 -1.843 4.770  0.34
H: -3.622 -3.895 2.614  0.43
H: -1.233 -4.300 2.130  0.45
H: -0.265 -0.453 3.789  0.73
H: -2.673 -0.022 4.158  0.50
H: 1.544 -1.869 4.682  0.34
H: 2.944 -2.686 3.897  0.44
H: 1.600 -3.657 4.561  0.42

Question: Among the records above, which one has the lowest total charge?
Answer: C14H24Cl22